C40H52F4O8 | the ωB97M-V functional and the def2-TZVPD basis

The geometry in ORCA input format:
```
! RIJCOSX wB97M-V def2-TZVPD def2/J DEFGRID3
* xyz 0 1
O -3.2078 -2.3592 -3.0419
C -2.9329 -2.6747 -1.8934
O -2.8896 -3.9858 -1.5351
C -3.6548 -4.9910 -2.2351
C -2.7980 -6.2751 -2.6288
C -2.4476 -1.5723 -0.9911
H -3.9501 -4.6521 -3.2281
H -4.5470 -5.2816 -1.6806
H -2.4044 -6.8218 -1.7719
H -1.9677 -6.1786 -3.3284
H -3.5504 -6.8575 -3.1605
H -1.3651 -1.6525 -0.8916
H -2.9511 -1.7158 -0.0350
H -2.7661 -0.5925 -1.3470
O 3.7643 -0.5104 -2.2070
C 2.7774 -0.3577 -2.9371
O 2.7248 -0.4820 -4.2995
C 3.9551 -0.6637 -5.0210
C 3.9954 -1.9735 -5.8142
C 1.4633 -0.0769 -2.3062
H 4.8753 -0.4477 -4.4782
H 3.9651 0.1437 -5.7532
H 3.2016 -2.1659 -6.5359
H 4.0249 -2.8295 -5.1400
H 4.8822 -1.9943 -6.4477
H 1.0057 -1.0222 -2.0145
H 0.7969 0.5921 -2.8508
H 1.5093 0.5805 -1.4380
O 0.8274 3.2657 1.7415
C 1.0827 2.1208 2.1804
O 2.2587 1.7358 2.6284
C 3.4045 2.6367 2.6435
C 3.3907 3.5173 3.8702
C -0.0531 1.1682 2.5869
H 3.4055 3.3181 1.7928
H 4.3345 2.1177 2.4119
H 2.4412 4.0455 3.9571
H 4.1972 4.2499 3.8999
H 3.5401 2.9095 4.7625
H -0.2874 1.4098 3.6236
H 0.2273 0.1268 2.4290
H -0.9203 1.4144 1.9741
O 1.4496 -0.5668 -0.1732
C 0.2692 -0.6202 0.1526
O -0.8785 -0.6145 -0.5949
C -0.7047 -0.2707 -2.0131
C -1.8960 0.4434 -2.7183
C -0.0295 -0.5071 1.6266
H -0.4905 -1.1271 -2.6525
H 0.1830 0.3185 -2.2432
H -2.0077 0.0192 -3.7162
H -1.6539 1.4941 -2.8785
H -2.8558 0.2780 -2.2289
H 0.8931 -0.5625 2.2043
H -0.5880 -1.3930 1.9288
H -0.6633 0.3601 1.8121
F -0.1007 1.5654 -1.6427
C 0.8657 2.4040 -1.2795
C 1.6909 2.0227 -0.2063
C 2.6522 2.9528 0.2009
C 2.7465 4.2435 -0.4511
C 1.9853 4.5120 -1.5922
C 0.9739 3.5915 -2.0395
H 1.6729 1.0598 0.2823
H 3.1355 2.6352 1.1131
H 3.5067 4.9631 -0.1851
H 2.1255 5.4183 -2.1626
H 0.4775 3.7802 -2.9800
F -3.0615 1.9355 -2.7776
C -2.5223 3.0324 -2.2690
C -1.5627 2.8926 -1.2332
C -1.1680 4.1362 -0.6500
C -1.4995 5.3508 -1.1780
C -2.4157 5.4167 -2.2702
C -2.8944 4.2113 -2.7760
H -1.1974 1.9305 -0.9058
H -0.4096 4.2000 0.1163
H -1.1241 6.2803 -0.7760
H -2.7346 6.3462 -2.7183
H -3.7653 4.2195 -3.4146
F 3.2352 -3.4359 2.0825
C 2.0691 -3.4730 2.6709
C 1.2085 -2.4291 2.5048
C 0.1237 -2.2565 3.4103
C -0.2096 -3.2600 4.3133
C 0.6777 -4.2937 4.4439
C 1.7499 -4.4473 3.5947
H 1.4830 -1.6992 1.7576
H -0.6123 -1.4663 3.4252
H -1.0391 -3.1065 4.9876
H 0.5637 -5.1778 5.0536
H 2.4333 -5.2608 3.7887
F -3.3854 -3.6933 3.5195
C -2.9356 -2.4118 3.7166
C -2.7498 -1.8364 4.9564
C -2.1060 -0.6313 5.0499
C -1.7927 0.1560 3.9244
C -2.1694 -0.3433 2.6582
C -2.7143 -1.6209 2.5942
H -3.0365 -2.2760 5.9003
H -1.9978 -0.1545 6.0129
H -1.3384 1.1305 4.0255
H -2.2204 0.3287 1.8144
H -2.9980 -1.9114 1.5935
*
```

Calculated values
Energy above the lowest of the compared OMol25 structures with the same formula, charge and spin (kcal/mol): 947.9
Total energy (a.u.): -2555.24981
Kohn-Sham gap (eV): 7.96

C40H52O2 | the ωB97M-V functional and the def2-TZVPD basis

The geometry in ORCA input format:
```
! RIJCOSX wB97M-V def2-TZVPD def2/J DEFGRID3
* xyz 0 1
C 5.9993 0.0864 -0.3550
C 5.1810 -0.8635 0.4758
C 3.8170 -0.8356 0.4441
C 3.0239 0.0951 -0.2698
C 1.6639 0.0413 -0.2984
C 0.8698 0.9676 -1.0128
C -0.4933 1.0117 -1.1083
C -1.0884 2.0287 -1.9151
C -2.4164 2.2134 -2.1276
C -2.9154 3.2439 -2.9677
C -4.2128 3.5279 -3.2618
C -4.4859 4.6152 -4.1688
C -5.6988 4.9829 -4.6078
C -5.9925 6.0544 -5.5621
C -6.5730 5.7116 -6.7321
C -7.0214 6.6954 -7.7279
O -7.4877 6.3684 -8.8016
C -6.9123 8.1482 -7.3256
C -5.7341 8.3890 -6.3956
H -5.7102 9.4383 -6.0927
H -4.8096 8.1785 -6.9397
C -5.7792 7.4975 -5.1488
C -6.9594 7.8748 -4.2370
H -7.9121 7.6738 -4.7202
H -6.9133 8.9308 -3.9799
H -6.9174 7.2940 -3.3182
C -4.4818 7.7133 -4.3649
H -4.4710 7.1305 -3.4481
H -3.6169 7.4436 -4.9662
H -4.3946 8.7656 -4.1012
H -6.8303 8.7558 -8.2289
H -7.8505 8.4228 -6.8357
C -6.7952 4.2709 -7.0961
H -5.8881 3.6860 -6.9558
H -7.1075 4.2121 -8.1360
H -7.5794 3.8353 -6.4756
H -6.5693 4.4110 -4.3093
H -3.6134 5.1359 -4.5389
C -5.3787 2.7716 -2.7005
H -5.9203 2.2692 -3.5020
H -5.0669 2.0237 -1.9797
H -6.0667 3.4561 -2.2053
H -2.1563 3.8656 -3.4294
H -3.1246 1.5525 -1.6523
H -0.3997 2.7077 -2.4045
C -1.3988 0.0398 -0.4117
H -2.0811 0.5729 0.2499
H -1.9939 -0.5075 -1.1424
H -0.8430 -0.6781 0.1811
H 1.4237 1.7276 -1.5529
H 1.1784 -0.7539 0.2508
H 3.5215 0.8907 -0.8071
H 3.2781 -1.6138 0.9680
C 5.9021 -1.8376 1.2412
C 5.5064 -2.4523 2.3847
C 4.3833 -2.0822 3.1810
C 3.8057 -2.8018 4.1810
C 4.1791 -4.1605 4.4610
C 3.6771 -4.9150 5.4574
C 4.0239 -6.2880 5.7711
C 4.1683 -6.6288 7.0776
C 4.5287 -7.9817 7.5203
O 4.7876 -8.2369 8.6820
C 4.5897 -9.0565 6.4593
C 3.7932 -8.6869 5.2210
H 3.9322 -9.4489 4.4505
H 2.7305 -8.6625 5.4764
C 4.1927 -7.3129 4.6617
C 3.2663 -7.0208 3.4744
H 3.5303 -6.0998 2.9654
H 2.2345 -6.9404 3.8106
H 3.3295 -7.8361 2.7565
C 5.6523 -7.3397 4.1833
H 5.8866 -6.4527 3.6016
H 6.3385 -7.3793 5.0253
H 5.8202 -8.2093 3.5510
H 4.2286 -9.9903 6.8957
H 5.6432 -9.2105 6.2110
C 4.0369 -5.6167 8.1809
H 3.0061 -5.2729 8.2730
H 4.3275 -6.0841 9.1189
H 4.6730 -4.7517 8.0023
H 2.9720 -4.4646 6.1428
H 4.9411 -4.5778 3.8213
C 2.7052 -2.1808 4.9916
H 1.7952 -2.7764 4.9268
H 2.9945 -2.1199 6.0405
H 2.4871 -1.1759 4.6390
H 3.9856 -1.0941 2.9825
H 6.1506 -3.2322 2.7696
H 6.8791 -2.1002 0.8516
H 5.8535 1.1099 -0.0101
H 5.7086 0.0395 -1.4036
H 7.0582 -0.1472 -0.2787
*
```

Calculated values
Energy above the lowest of the compared OMol25 structures with the same formula, charge and spin (kcal/mol): 0.0
Total energy (a.u.): -1705.75431
Kohn-Sham gap (eV): 5.81

C40H53AsHfO6S3Sb | the ωB97M-V functional and the def2-TZVPD basis

The geometry in ORCA input format:
```
! RIJCOSX wB97M-V def2-TZVPD def2/J DEFGRID3
* xyz -1 1
Hf 0.7215 -1.6226 -0.5162
O 1.5679 -5.1933 -2.4758
S 1.1829 -4.5479 -1.2624
O 1.2177 -5.2921 -0.0485
O 1.9370 -3.1936 -1.1592
C -0.5976 -4.0632 -1.4522
C -1.1720 -4.3014 -2.6840
C -2.5589 -4.3581 -2.8092
C -3.3607 -4.2460 -1.6941
C -2.8037 -4.0090 -0.4377
C -1.4307 -3.9281 -0.3153
S -0.9317 -2.9843 1.1512
O -1.7062 -3.3308 2.2833
O -1.1848 -1.6350 0.5065
O 0.5471 -2.9800 1.2863
H -0.5216 -4.4718 -3.5319
H -2.9986 -4.5164 -3.7852
H -4.4370 -4.3155 -1.7913
H -3.4283 -3.8624 0.4332
C 3.1035 -0.5770 5.5054
C 2.2707 -1.0921 4.3208
C 0.8404 -1.3212 4.7867
C 2.8135 -2.4468 3.8790
Sb 2.4476 0.6147 2.8381
C 4.3740 -0.2411 1.7640
C 4.2475 -1.5037 0.9167
C 4.7852 0.9044 0.8507
C 5.4444 -0.3904 2.8272
C 0.3456 1.6861 3.2279
C 0.3934 2.1686 4.6647
C -0.9612 1.0132 2.8640
C 0.5271 2.9146 2.3473
H 2.9678 -1.2501 6.3665
H 2.8079 0.4269 5.8154
H 4.1679 -0.5405 5.2711
H 0.8476 -2.0351 5.6238
H 0.2221 -1.7503 3.9991
H 0.3590 -0.4170 5.1348
H 2.8177 -3.1200 4.7495
H 3.8288 -2.4076 3.4991
H 2.1887 -2.9064 3.1157
H 3.6775 -1.2871 0.0129
H 3.7648 -2.3391 1.4271
H 5.2309 -1.8658 0.5718
H 4.0678 1.0748 0.0490
H 5.7611 0.6902 0.3867
H 4.8850 1.8446 1.4053
H 5.3135 -1.2466 3.4862
H 5.5049 0.5033 3.4611
H 6.4278 -0.5061 2.3460
H 0.0195 1.4504 5.3929
H -0.2267 3.0712 4.7756
H 1.4126 2.4492 4.9640
H -1.1428 0.0913 3.4188
H -0.9817 0.7711 1.8028
H -1.8211 1.6807 3.0573
H 1.4289 3.4763 2.6166
H -0.3325 3.5970 2.4559
H 0.6091 2.6696 1.2931
C -2.7945 0.9958 -5.7564
C -1.8002 1.8171 -5.2465
C -1.5997 1.9103 -3.8739
C -2.3840 1.1757 -2.9949
C -3.3659 0.3375 -3.5156
C -3.5802 0.2536 -4.8837
As -2.0690 1.1458 -1.0404
C -3.8689 1.7317 -0.6106
C -5.0058 0.9455 -0.5105
C -6.2355 1.5418 -0.2609
C -6.3173 2.9203 -0.0914
C -5.1754 3.7052 -0.1636
C -3.9445 3.1134 -0.4240
C -2.6509 3.8264 -0.5686
C -2.4576 5.1958 -0.4234
C -1.1970 5.7372 -0.6272
C -0.1207 4.9161 -0.9490
C -0.2997 3.5445 -1.0681
C -1.5669 3.0091 -0.8925
H -2.9539 0.9305 -6.8252
H -1.1717 2.3909 -5.9164
H -0.8231 2.5652 -3.4977
H -3.9758 -0.2650 -2.8516
H -4.3624 -0.3906 -5.2667
H -4.9424 -0.1311 -0.6207
H -7.1294 0.9340 -0.1987
H -7.2762 3.3840 0.1025
H -5.2497 4.7764 -0.0212
H -3.2822 5.8412 -0.1452
H -1.0491 6.8048 -0.5257
H 0.8634 5.3438 -1.0922
H 0.5487 2.8967 -1.2593
S 1.4887 0.4598 0.3034
C 1.5962 -2.2439 -4.4270
C 1.4483 -0.8839 -3.7564
C 2.7962 -0.4094 -3.2164
C 0.3528 -0.8827 -2.6676
H 2.3824 -2.2216 -5.1875
H 0.6661 -2.5358 -4.9263
H 1.8550 -3.0246 -3.7116
H 1.1408 -0.1723 -4.5349
H 3.2499 -1.1651 -2.5663
H 2.6942 0.5043 -2.6267
H 3.5041 -0.2163 -4.0278
H -0.5545 -1.2922 -3.1383
H 0.1370 0.1776 -2.4850
*
```

Calculated values
Energy above the lowest of the compared OMol25 structures with the same formula, charge and spin (kcal/mol): 58.8
Total energy (a.u.): -5726.13700
Kohn-Sham gap (eV): 4.60

C40H53BrF3I2N5O8P | the ωB97M-V functional and the def2-TZVPD basis

The geometry in ORCA input format:
```
! RIJCOSX wB97M-V def2-TZVPD def2/J DEFGRID3
* xyz 1 1
C 1.1474 -1.9425 5.0469
C 1.3293 -0.8089 4.0351
O 0.3696 -0.9754 2.9789
C -0.3048 0.1338 2.5462
O -0.8924 0.9152 3.5441
C -1.5370 -0.3997 1.7049
I -0.9485 -2.0761 0.4150
C -2.7298 -0.8841 2.5944
O -3.2687 -2.1587 2.3019
C -4.5682 -2.2113 1.8988
F -4.9386 -3.5089 1.8951
F -5.3890 -1.5199 2.7170
F -4.7192 -1.7198 0.6410
C -1.7754 0.7138 0.7701
I -3.4998 1.1445 -0.2913
N -0.7056 1.4447 0.6729
Br -0.7363 2.8423 -0.5521
C 0.4161 1.0724 1.5251
C 1.0504 2.2205 2.3577
C 0.2170 3.5067 2.5263
C 0.0720 3.9400 3.9995
C -1.3785 4.2840 4.2506
O -1.6271 4.5861 5.6252
C -2.5091 3.7008 6.2015
C -1.8522 2.8380 7.2366
O -3.6833 3.6445 5.8970
C 1.5717 0.3812 0.8097
C 2.1614 1.1491 -0.3914
P 1.9281 0.4500 -2.0371
O 3.0442 0.8675 -2.8831
O 0.5689 0.9871 -2.6839
C -0.6491 0.2320 -2.5409
C -1.6873 0.8957 -3.4081
O 1.8305 -1.1121 -1.8196
C 2.3866 -1.9595 -2.8617
C 1.7317 -1.8246 -4.2092
H 0.7185 -1.5779 5.9696
H 0.4321 -2.6416 4.6334
H 2.0654 -2.4818 5.2150
H 1.2045 0.1310 4.5580
H 2.3423 -0.8399 3.6556
H -0.9723 0.3936 4.3466
H -3.4864 -0.1109 2.5610
H -2.3671 -0.9645 3.6040
H 1.9893 2.4975 1.9002
H 1.3037 1.8615 3.3398
H 0.7077 4.3046 1.9885
H -0.7876 3.4049 2.1378
H 0.6408 4.8485 4.1449
H 0.4057 3.1757 4.6873
H -1.6916 5.1028 3.6146
H -1.9674 3.4245 3.9402
H -1.3753 2.0085 6.7306
H -2.5629 2.5133 7.9775
H -1.0725 3.4192 7.7112
H 1.3267 -0.6277 0.5193
H 2.3446 0.3134 1.5589
H 3.2351 1.1084 -0.2825
H 1.9065 2.2007 -0.4105
H -0.5325 -0.7908 -2.8730
H -0.9573 0.2150 -1.5006
H -1.2309 1.2379 -4.3235
H -2.4953 0.2064 -3.6124
H -2.1154 1.7685 -2.9255
H 2.2307 -2.9710 -2.5211
H 3.4489 -1.7846 -2.9425
H 2.3108 -2.4210 -4.9029
H 0.7260 -2.2184 -4.1923
H 1.7288 -0.8092 -4.5812
N 0.2557 -4.5249 -2.9798
C -0.2513 -5.1865 -4.0175
C -0.9114 -6.4012 -3.9052
C -1.0512 -6.9617 -2.6464
C -0.5284 -6.2882 -1.5543
C 0.1114 -5.0803 -1.7786
H -0.1181 -4.7159 -4.9855
H -1.3045 -6.8932 -4.7835
H -1.5588 -7.9085 -2.5180
H -0.6129 -6.6892 -0.5530
H 0.5390 -4.5173 -0.9522
N 3.9702 4.7839 -4.1490
C 4.4089 5.4291 -5.2289
C 4.3583 4.9059 -6.5113
C 3.8252 3.6382 -6.6831
C 3.3674 2.9510 -5.5717
C 3.4605 3.5645 -4.3320
H 4.8218 6.4163 -5.0503
H 4.7278 5.4772 -7.3516
H 3.7698 3.1934 -7.6685
H 2.9476 1.9584 -5.6555
H 3.1163 3.0576 -3.4442
N -0.6222 4.5812 -3.2433
C 0.6116 4.8074 -3.6961
C 1.0950 6.0689 -4.0029
C 0.2522 7.1550 -3.8358
C -1.0351 6.9385 -3.3687
C -1.4205 5.6394 -3.0860
H 1.2370 3.9299 -3.8179
H 2.1065 6.1907 -4.3632
H 0.5924 8.1559 -4.0661
H -1.7249 7.7581 -3.2257
H -2.4181 5.4266 -2.7163
N 0.2791 -8.0063 3.2565
C -0.2176 -9.1519 2.7979
C -1.5475 -9.3255 2.4414
C -2.4091 -8.2493 2.5716
C -1.9079 -7.0493 3.0501
C -0.5616 -6.9831 3.3754
H 0.4896 -9.9693 2.7143
H -1.8956 -10.2802 2.0727
H -3.4539 -8.3436 2.3054
H -2.5461 -6.1838 3.1678
H -0.1251 -6.0628 3.7503
*
```

Calculated values
Total energy (a.u.): -6241.82817
Kohn-Sham gap (eV): 6.70